## A
{
  "formula": "C6H16O",
  "method": "ωB97M-V/def2-TZVPD",
  "symbols": ["C", "C", "C", "C", "C", "C", "H", "H", "H", "H", "H", "H", "H", "H", "H", "H", "H", "H", "H", "H", "O", "H", "H"],
  "coordinates": [[-1.492, -0.896, 2.699], [-0.299, -0.903, 1.824], [-0.472, -0.795, 0.234], [0.712, -0.125, -0.562], [1.877, -1.051, -0.837], [0.111, 0.077, -1.937], [-1.126, -1.088, 3.743], [-2.088, 0.013, 2.897], [-2.053, -1.847, 2.294], [0.080, -1.904, 1.925], [0.443, -0.157, 1.945], [-1.487, -0.411, -0.052], [-0.827, -1.777, -0.138], [1.014, 0.756, -0.111], [2.377, -1.359, 0.169], [2.607, -0.644, -1.495], [1.575, -1.866, -1.406], [0.823, 0.286, -2.740], [-0.784, -0.630, -2.158], [-0.480, 0.983, -1.917], [-0.298, 4.256, -1.691], [0.073, 5.125, -1.813], [-0.287, 3.957, -0.871]],
  "mulliken_charge": [-1.1286, -0.4662, -1.1718, 0.5548, -1.5591, -1.4528, 0.3100, 0.3274, 0.2429, 0.2380, 0.4576, 0.5303, 0.4653, 0.4455, 0.2773, 0.4536, 0.4325, 0.3562, 0.2972, 0.3868, -0.5931, 0.3108, 0.2854],
  "spin_multiplicity": 1,
  "orbital_gap_ha": 0.4089,
  "homo_energy_ev": -10.287,
  "smiles": "CCCC(C)C.O",
  "lumo_ev": 0.84
}



## B
{
  "formula": "C6H16O",
  "method": "ωB97M-V/def2-TZVPD",
  "symbols": ["C", "C", "C", "C", "H", "H", "H", "H", "H", "H", "H", "H", "H", "H", "C", "C", "O", "H", "H", "H", "H", "H", "H"],
  "coordinates": [[0.862, -0.594, -1.938], [1.385, 0.384, -0.892], [2.398, -0.156, 0.130], [1.773, 1.695, -1.743], [1.017, -1.717, -1.828], [1.304, -0.390, -2.906], [-0.118, -0.272, -2.307], [0.544, 0.621, -0.230], [3.461, -0.519, -0.130], [2.641, 0.637, 0.998], [1.997, -0.998, 0.592], [0.805, 2.121, -2.079], [2.255, 2.509, -1.210], [2.355, 1.430, -2.644], [-1.667, -0.289, 2.626], [-1.770, -0.849, 1.197], [-2.811, -0.119, 0.520], [-2.571, -0.459, 3.172], [-1.839, 0.841, 2.558], [-0.973, -0.912, 3.417], [-0.923, -0.482, 0.520], [-1.776, -1.907, 1.080], [-3.575, -0.700, 0.557]],
  "mulliken_charge": [-1.4344, 1.1922, -1.4118, -1.3909, 0.3003, 0.4673, 0.3694, -0.0727, 0.3371, 0.2675, 0.3979, 0.3294, 0.3441, 0.3559, -0.9702, 0.0735, -0.5396, 0.3381, 0.2923, 0.2781, -0.2234, 0.4156, 0.2843],
  "spin_multiplicity": 1,
  "orbital_gap_ha": 0.4144,
  "homo_energy_ev": -10.381,
  "smiles": "CC(C)C.CCO",
  "lumo_ev": 0.89
}



## C
{
  "formula": "C6H16O",
  "method": "ωB97M-V/def2-TZVPD",
  "symbols": ["C", "C", "C", "C", "H", "H", "H", "H", "H", "H", "H", "H", "H", "H", "C", "C", "O", "H", "H", "H", "H", "H", "H"],
  "coordinates": [[-0.699, 0.676, 1.482], [-0.847, -0.864, 1.619], [-1.040, -1.136, 3.091], [-2.008, -1.297, 0.729], [-1.436, 1.316, 1.970], [-0.489, 0.905, 0.429], [0.272, 0.940, 1.932], [0.081, -1.247, 1.172], [-1.224, -2.151, 3.427], [-0.277, -0.651, 3.719], [-1.876, -0.550, 3.493], [-1.899, -0.900, -0.287], [-2.121, -2.336, 0.442], [-2.889, -0.988, 1.279], [0.607, 0.068, -2.541], [2.005, 0.566, -2.218], [1.961, 2.002, -2.123], [0.215, -0.537, -1.724], [0.508, -0.768, -3.251], [-0.063, 0.870, -2.835], [2.146, 0.172, -1.211], [2.880, 0.255, -2.799], [2.850, 2.203, -1.854]],
  "mulliken_charge": [-1.2731, 0.8339, -1.5171, -1.2934, 0.3659, 0.2640, 0.3688, 0.1798, 0.3568, 0.3718, 0.3604, 0.2909, 0.3573, 0.3316, -0.7342, -0.2129, -0.5385, -0.0650, 0.3446, 0.3155, 0.2219, 0.3857, 0.2854],
  "spin_multiplicity": 1,
  "orbital_gap_ha": 0.4091,
  "homo_energy_ev": -10.205,
  "smiles": "CC(C)C.CCO",
  "lumo_ev": 0.93
}



Name the most stable of them. C.



## A
{
  "formula": "C6H4ClF2NO2",
  "method": "ωB97M-V/def2-TZVPD",
  "symbols": ["O", "N", "O", "C", "F", "C", "C", "C", "C", "Cl", "C", "F", "H", "H", "H", "H"],
  "coordinates": [[-1.292, 3.268, -1.078], [-0.252, 2.914, -1.634], [0.081, 3.015, -2.803], [0.549, 1.823, -0.903], [1.613, 1.632, -1.690], [-0.291, 0.549, -0.775], [0.240, -0.394, 0.217], [0.984, -0.005, 1.304], [1.473, 1.418, 1.479], [2.277, 1.751, 2.889], [1.111, 2.371, 0.616], [1.461, 3.629, 0.758], [-0.550, 0.242, -1.799], [-1.287, 0.764, -0.283], [0.015, -1.426, 0.088], [1.072, -0.554, 2.235]],
  "mulliken_charge": [-0.5123, 0.8259, -0.5154, 0.7195, -0.2886, -0.6253, -0.7701, -0.3864, 0.3697, -0.1870, 0.0928, -0.2746, 0.4753, 0.2858, 0.4294, 0.3614],
  "spin_multiplicity": 1,
  "orbital_gap_ha": 0.3230,
  "homo_energy_ev": -9.272,
  "smiles": "O=[N+]([O-])[C@]1(F)CC=CC(Cl)=C1F",
  "lumo_ev": -0.48
}



## B
{
  "formula": "C6H4ClF2NO2",
  "method": "ωB97M-V/def2-TZVPD",
  "symbols": ["O", "N", "O", "C", "Cl", "C", "F", "C", "C", "C", "C", "F", "H", "H", "H", "H"],
  "coordinates": [[-1.317, 1.384, 1.520], [-1.495, 0.186, 1.375], [-1.915, -0.598, 2.135], [-0.983, -0.205, 0.012], [-2.547, -0.930, -0.794], [-0.523, 1.062, -0.769], [-1.427, 1.846, -1.245], [0.772, 1.268, -0.887], [1.826, 0.470, -0.194], [1.448, -0.743, 0.311], [0.114, -1.255, 0.094], [0.113, -1.878, -1.153], [1.080, 2.170, -1.383], [2.788, 0.821, -0.417], [2.212, -1.477, 0.698], [-0.144, -2.122, 0.696]],
  "mulliken_charge": [-0.5698, 1.0464, -0.5546, 0.2968, -0.1439, 0.3478, -0.2623, -0.4742, -0.2950, -0.6033, -0.0434, -0.3029, 0.4248, 0.4402, 0.3055, 0.3879],
  "spin_multiplicity": 1,
  "orbital_gap_ha": 0.3229,
  "homo_energy_ev": -9.573,
  "smiles": "O=[N+]([O-])[C@@]1(Cl)C(F)=CC=C[C@@H]1F",
  "lumo_ev": -0.79
}



Name the most stable of them. B.



## A
{
  "formula": "C5H13N2",
  "method": "ωB97M-V/def2-TZVPD",
  "symbols": ["C", "C", "N", "C", "C", "C", "N", "H", "H", "H", "H", "H", "H", "H", "H", "H", "H", "H", "H", "H"],
  "coordinates": [[-2.424, 0.746, 0.487], [-0.927, 0.678, 0.297], [-0.523, 0.512, -1.158], [-0.246, -0.381, 1.158], [0.690, -1.215, 0.377], [1.970, -0.745, 0.318], [2.547, -0.398, -1.007], [-2.947, 1.676, 0.233], [-2.666, 0.701, 1.557], [-2.941, -0.106, 0.050], [-0.563, 1.675, 0.609], [-1.011, -0.268, -1.586], [-0.830, 1.381, -1.582], [-1.111, -1.055, 1.381], [0.207, -0.005, 2.083], [0.155, -1.886, -0.296], [2.621, -0.577, 1.154], [2.841, 0.583, -0.998], [1.784, -0.425, -1.705], [3.372, -0.891, -1.369]],
  "mulliken_charge": [-1.5188, 0.3084, -0.5703, -0.6072, -0.3639, -0.5280, -0.3150, 0.3808, 0.3793, 0.3919, 0.2595, 0.2366, 0.2775, 0.3178, 0.3832, 0.4239, 0.4596, 0.3712, 0.3555, 0.3579],
  "spin_multiplicity": 1,
  "orbital_gap_ha": 0.3381,
  "homo_energy_ev": -13.195,
  "smiles": "C[C@H](N)C/C=C/[NH3+]",
  "charge": 1,
  "lumo_ev": -4.00
}



## B
{
  "formula": "C5H13N2",
  "method": "ωB97M-V/def2-TZVPD",
  "symbols": ["C", "C", "N", "C", "C", "C", "N", "H", "H", "H", "H", "H", "H", "H", "H", "H", "H", "H", "H", "H"],
  "coordinates": [[-1.991, 0.432, 0.603], [-0.847, -0.502, 0.291], [-0.824, -1.766, 0.376], [0.548, 0.295, -0.164], [1.647, -0.323, 0.714], [0.475, 0.015, -1.701], [0.764, 1.768, -0.006], [-2.989, 0.072, 0.870], [-1.920, 0.971, -0.317], [-1.729, 1.140, 1.379], [-1.599, -2.322, 0.552], [0.051, -2.177, 0.168], [1.063, -0.193, 1.672], [2.573, 0.361, 0.665], [1.823, -1.407, 0.471], [-0.415, 0.451, -2.110], [0.381, -1.085, -1.783], [1.371, 0.386, -2.232], [0.137, 2.303, 0.609], [0.690, 2.208, -0.903]],
  "mulliken_charge": [-1.1820, 0.5513, -0.1756, 0.7471, -1.1802, -1.4472, -0.5864, 0.4119, 0.3449, 0.2892, 0.2713, 0.1842, 0.3602, 0.3733, 0.2908, 0.4253, 0.3859, 0.4386, 0.2206, 0.2769],
  "spin_multiplicity": 1,
  "orbital_gap_ha": 0.3568,
  "homo_energy_ev": -13.902,
  "smiles": "CC(=[NH2+])C(C)(C)N",
  "charge": 1,
  "lumo_ev": -4.19
}



## C
{
  "formula": "C5H13N2",
  "method": "ωB97M-V/def2-TZVPD",
  "symbols": ["C", "C", "N", "C", "C", "C", "N", "H", "H", "H", "H", "H", "H", "H", "H", "H", "H", "H", "H", "H"],
  "coordinates": [[0.945, 1.511, -1.099], [0.638, 0.202, -1.153], [1.643, -0.794, -1.001], [-0.740, -0.276, -0.785], [-1.022, -0.491, 0.705], [-1.809, 0.620, 1.365], [0.381, -0.609, 1.440], [0.415, 2.156, -0.417], [1.827, 1.868, -1.604], [1.417, -1.690, -1.426], [2.521, -0.487, -1.414], [-0.953, -1.220, -1.305], [-1.509, 0.339, -1.249], [-1.511, -1.440, 0.915], [-1.390, 1.613, 1.200], [-2.018, 0.413, 2.413], [-2.778, 0.608, 0.858], [0.388, 0.331, 1.840], [0.199, -1.185, 2.256], [1.153, -0.709, 0.746]],
  "mulliken_charge": [-0.9058, 0.3742, -0.5019, -0.8963, 0.1516, -1.5130, -0.2299, 0.1715, 0.3161, 0.2137, 0.2726, 0.3460, 0.4489, 0.3505, 0.3978, 0.4440, 0.3894, 0.4021, 0.3760, 0.3923],
  "spin_multiplicity": 1,
  "orbital_gap_ha": 0.3522,
  "homo_energy_ev": -12.674,
  "smiles": "C=C(N)C[C@H](C)[NH3+]",
  "charge": 1,
  "lumo_ev": -3.09
}



## D
{
  "formula": "C5H13N2",
  "method": "ωB97M-V/def2-TZVPD",
  "symbols": ["C", "C", "C", "N", "C", "C", "N", "H", "H", "H", "H", "H", "H", "H", "H", "H", "H", "H", "H", "H"],
  "coordinates": [[-3.236, 1.056, -0.024], [-2.311, 0.446, -1.080], [-0.904, 0.592, -0.481], [2.324, -1.541, -1.048], [1.326, -0.556, -0.317], [0.082, -0.382, -0.890], [3.219, -0.250, 2.642], [-3.023, 2.168, 0.003], [-4.256, 0.863, -0.276], [-2.706, 0.875, -2.131], [-2.401, -0.662, -1.080], [-0.606, 1.412, 0.133], [3.475, 0.657, 2.879], [1.813, -2.277, -1.534], [3.000, -1.075, -1.716], [1.760, 0.225, 0.223], [-0.223, -1.037, -1.681], [-3.016, 0.794, 1.024], [2.427, -0.461, 1.969], [3.257, -0.845, 3.385]],
  "mulliken_charge": [-1.2623, -0.2176, -0.0909, -0.4888, -0.2607, -0.4041, -0.5445, 0.3228, 0.3683, 0.3078, 0.2988, 0.4335, 0.2116, 0.2999, 0.2938, 0.6041, 0.3367, 0.3878, 0.2039, 0.1998],
  "spin_multiplicity": 1,
  "orbital_gap_ha": 0.2061,
  "homo_energy_ev": -12.545,
  "charge": 1,
  "lumo_ev": -6.94
}



Name the most stable of them. C.



## A
{
  "formula": "C5H13N2",
  "method": "ωB97M-V/def2-TZVPD",
  "symbols": ["N", "C", "C", "C", "C", "C", "N", "H", "H", "H", "H", "H", "H", "H", "H", "H", "H", "H", "H", "H"],
  "coordinates": [[2.493, -0.380, -0.365], [1.549, 0.071, 0.663], [0.215, -0.605, 0.401], [-1.004, -0.070, 1.161], [-1.764, 0.871, 0.232], [-1.492, 0.353, -1.160], [-0.132, -0.360, -1.062], [2.914, -1.271, -0.147], [3.304, 0.238, -0.361], [1.887, -0.091, 1.674], [1.428, 1.142, 0.522], [0.278, -1.681, 0.519], [-1.649, -0.831, 1.603], [-0.615, 0.457, 2.019], [-2.829, 0.930, 0.445], [-1.328, 1.864, 0.361], [-1.516, 0.998, -2.018], [-2.127, -0.500, -1.398], [0.610, 0.124, -1.571], [-0.224, -1.260, -1.520]],
  "mulliken_charge": [-0.5589, -0.8503, 0.0405, -0.8035, -0.5659, -0.6125, -0.1642, 0.2190, 0.2543, 0.4055, 0.4262, 0.2946, 0.3981, 0.3694, 0.3809, 0.2836, 0.4059, 0.3062, 0.4287, 0.3425],
  "spin_multiplicity": 1,
  "orbital_gap_ha": 0.4102,
  "homo_energy_ev": -14.194,
  "smiles": "NC[C@H]1CCC[NH2+]1",
  "charge": 1,
  "lumo_ev": -3.03
}



## B
{
  "formula": "C5H13N2",
  "method": "ωB97M-V/def2-TZVPD",
  "symbols": ["C", "N", "C", "C", "C", "C", "N", "H", "H", "H", "H", "H", "H", "H", "H", "H", "H", "H", "H", "H"],
  "coordinates": [[0.209, -0.905, -2.389], [-0.642, -0.097, -1.513], [-0.224, 1.190, -0.966], [-0.145, 1.524, 0.348], [-0.558, 0.595, 1.548], [0.533, -0.292, 1.997], [0.665, -1.354, 1.026], [0.209, -1.994, -2.165], [-0.061, -0.634, -3.393], [1.256, -0.450, -2.307], [-1.663, -0.347, -1.665], [-0.053, 1.880, -1.855], [-0.211, 2.604, 0.687], [-1.599, 0.156, 1.270], [-0.702, 1.250, 2.412], [1.440, 0.319, 2.127], [0.193, -0.850, 2.815], [0.383, -2.198, 1.552], [1.660, -1.354, 0.621], [0.099, -0.898, 0.078]],
  "mulliken_charge": [-0.8801, -0.4403, -0.0463, -0.4353, -0.8293, -0.4763, -0.2572, 0.3010, 0.3932, 0.3144, 0.2326, 0.3685, 0.3245, 0.3143, 0.3740, 0.3293, 0.3401, 0.3481, 0.4012, 0.3233],
  "spin_multiplicity": 1,
  "orbital_gap_ha": 0.3581,
  "homo_energy_ev": -13.037,
  "smiles": "CN/C=C\\CC[NH3+]",
  "charge": 1,
  "lumo_ev": -3.29
}



Name the most stable of them. A.